# 1
12
Properties=species:S:1:pos:R:3 method="wB97M-V/def2-TZVPD" spin_multiplicity=1 lumo_energy_ev=0.0 homo_ha=-0.3304 homo_lumo_gap_ev=8.9
C 1.360 -0.260 -0.043
C 0.045 -0.556 0.080
O 4.507 1.397 0.101
C -1.242 0.052 -0.179
F 2.215 -1.326 0.284
H -2.063 -0.449 -0.664
C 2.073 0.979 -0.200
H 1.571 2.011 -0.437
C 3.363 1.219 0.026
F -2.757 1.715 0.096
H 0.012 -1.641 0.142
N -1.479 1.221 0.337


# 2
15
Properties=species:S:1:pos:R:3 method="wB97M-V/def2-TZVPD" spin_multiplicity=1 lumo_energy_ev=-1.0 homo_ha=-0.3675 homo_lumo_gap_ev=9.0
F -1.144 0.545 -2.527
C -1.007 -1.231 0.419
F 0.724 -0.528 -2.644
F -1.136 -1.580 -2.654
C 0.244 0.247 1.806
H -1.643 -2.035 0.536
C -0.495 -0.515 -0.572
C 0.818 0.685 0.682
O 2.477 2.212 0.881
N 1.609 1.727 0.145
H 0.571 0.718 2.719
O 1.423 2.079 -1.015
N -0.669 -0.825 1.703
C -0.539 -0.540 -2.025
H -1.235 -0.960 2.546


# 3
11
Properties=species:S:1:pos:R:3 method="wB97M-V/def2-TZVPD" spin_multiplicity=1 lumo_energy_ev=0.0 homo_ha=-0.3696 homo_lumo_gap_ev=10.0
H 1.750 -3.117 -0.985
C 0.803 -1.132 -0.418
H 0.408 2.192 0.317
C 0.743 1.285 -0.158
C -1.235 0.155 0.517
C 1.312 -2.192 -0.670
F 1.923 1.433 -0.744
O -1.784 -1.078 0.644
O -1.831 1.136 0.856
C 0.143 0.099 -0.095
H -1.146 -1.731 0.295


# 4
9
Properties=species:S:1:pos:R:3 method="wB97M-V/def2-TZVPD" spin_multiplicity=1 lumo_energy_ev=-0.2 homo_ha=-0.3156 homo_lumo_gap_ev=8.4
C -2.089 0.224 -0.114
C -0.575 -1.602 0.338
C 1.620 0.101 -0.128
C 0.378 -0.706 0.113
H 1.664 0.860 0.562
H 2.460 -0.544 -0.120
I -3.956 1.038 0.101
H 1.431 0.713 -0.930
C -0.934 -0.084 0.179


# 5
15
Properties=species:S:1:pos:R:3 method="wB97M-V/def2-TZVPD" spin_multiplicity=1 lumo_energy_ev=-5.8 charge=+1 homo_ha=-0.4341 homo_lumo_gap_ev=6.1
C -2.031 -0.368 -1.246
O 4.277 0.645 -2.260
C 3.469 0.182 -1.497
H -2.668 -0.299 -2.143
O -2.878 -0.432 -0.357
C -0.325 0.262 -0.951
C -1.137 -1.765 -0.754
O 0.227 2.520 -0.305
C -0.475 1.672 -0.773
O -1.246 -2.870 -0.347
H 0.657 -0.333 2.236
H 0.872 1.092 1.652
Mg 1.674 -0.343 -0.392
O 0.452 -0.033 -1.963
O 1.077 0.144 1.509


# 6
9
Properties=species:S:1:pos:R:3 method="wB97M-V/def2-TZVPD" spin_multiplicity=1 lumo_energy_ev=0.2 homo_ha=-0.3340 homo_lumo_gap_ev=9.3
H 1.712 -0.280 -1.635
N -0.891 -1.177 0.250
H -1.479 0.530 1.393
C -1.171 0.251 0.386
C 0.314 -0.988 -0.106
H -1.886 0.615 -0.355
C 1.350 -0.240 -0.623
C 0.270 0.669 0.132
C 1.780 0.621 0.560


# 7
9
Properties=species:S:1:pos:R:3 method="wB97M-V/def2-TZVPD" spin_multiplicity=1 lumo_energy_ev=0.5 homo_ha=-0.3189 homo_lumo_gap_ev=9.2
H 1.235 -1.399 -0.890
C -1.426 1.137 -0.893
H -0.544 -1.009 1.761
H 1.564 -0.253 0.572
N -0.163 1.876 -0.846
C -0.450 -0.676 0.750
C 0.226 0.708 -0.558
C -1.232 0.248 0.214
C 0.790 -0.634 -0.111


# 8
13
Properties=species:S:1:pos:R:3 method="wB97M-V/def2-TZVPD" spin_multiplicity=3 lumo_energy_ev="0.0 / -3.9" homo_ha="-0.2763 / -0.4110" homo_lumo_gap_ev="7.5 / 7.2"
C 1.406 -1.559 2.082
N 1.402 -1.367 -0.523
N 1.190 -2.044 3.083
C 0.364 0.145 0.978
H 0.156 0.618 1.935
H -1.346 0.595 -0.338
C 1.513 -0.710 0.934
O 3.002 0.919 1.602
N 2.894 -0.099 1.031
C -0.418 0.069 -0.103
C 0.321 -0.886 -0.946
H -0.219 -0.966 -1.973
O 3.705 -0.817 0.529


# 9
10
Properties=species:S:1:pos:R:3 method="wB97M-V/def2-TZVPD" spin_multiplicity=1 lumo_energy_ev=-1.1 homo_ha=-0.3632 homo_lumo_gap_ev=8.8
C 1.626 0.919 1.435
N -2.410 -0.909 -2.109
O 2.794 0.737 1.449
C -1.282 -0.941 -1.842
H -1.260 -0.049 0.296
H -0.517 1.359 1.921
C -0.036 -0.667 -1.291
H 0.890 -1.070 -1.668
C 0.377 0.785 1.768
C -0.184 -0.163 0.041


# 10
10
Properties=species:S:1:pos:R:3 method="wB97M-V/def2-TZVPD" spin_multiplicity=1 lumo_energy_ev=0.9 homo_ha=-0.3447 homo_lumo_gap_ev=10.3
C -0.816 0.978 -0.360
C 0.019 -0.095 -0.382
H -0.624 2.033 -0.494
H -0.665 -2.252 -0.127
C 1.406 0.019 -0.081
C -0.872 -1.188 -0.147
C 2.429 0.242 0.514
N -2.094 -0.777 0.045
H 3.279 0.443 1.123
O -2.060 0.596 -0.090


# 11
10
Properties=species:S:1:pos:R:3 method="wB97M-V/def2-TZVPD" spin_multiplicity=1 lumo_energy_ev=0.5 homo_ha=-0.3484 homo_lumo_gap_ev=9.9
O -1.518 0.738 -0.785
C 1.730 0.157 0.384
C -0.520 0.985 0.053
N -1.633 -0.638 -0.954
H 2.078 0.771 -0.420
H -0.321 2.016 0.311
C 0.111 -0.172 0.426
H -0.591 -2.248 -0.194
C -0.673 -1.169 -0.260
C 1.338 -0.441 1.439


# 12
10
Properties=species:S:1:pos:R:3 method="wB97M-V/def2-TZVPD" spin_multiplicity=1 lumo_energy_ev="-1.4 / -1.4" homo_ha="-0.3254 / -0.3254" homo_lumo_gap_ev="7.4 / 7.4"
H 0.329 -2.144 -0.585
C -3.046 0.003 0.000
H 0.153 0.726 -0.844
C 0.501 -1.129 -0.254
C -0.410 -0.062 0.006
H 0.353 1.976 0.743
O 1.726 -0.795 0.048
N 1.823 0.500 0.475
C -1.793 -0.022 0.004
C 0.585 0.964 0.439


| no. | maximum force (eV/Å) | calculated total energy (Ha) |
| --- | --- | --- |
| 1 | 3.27 | -521.9090 |
| 2 | 6.15 | -751.6941 |
| 3 | 1.14 | -442.5983 |
| 4 | 3.01 | -489.7699 |
| 5 | 9.93 | -843.3754 |
| 6 | 6.54 | -246.7593 |
| 7 | 2.45 | -246.7729 |
| 8 | 8.97 | -506.7601 |
| 9 | 5.74 | -322.1211 |
| 10 | 0.64 | -322.1917 |
| 11 | 0.63 | -322.1111 |
| 12 | 0.81 | -322.0142 |